No. 1
Below is C32H48BHfN9O2 as an isolated structure in a non-equilibrium geometry, with properties calculated with ωB97M-V/def2-TZVPD.

HOMO-LUMO gap   8.49 eV

Structure (ORCA input):
```
! RIJCOSX wB97M-V def2-TZVPD def2/J DEFGRID3
* xyz 2 1
Hf -0.04193 0.17818 0.29991
C -3.90232 -3.28001 1.37206
C -2.96445 -2.64876 0.41763
C -2.82024 -2.91626 -0.93365
C -1.82017 -2.06700 -1.39364
N -1.37844 -1.31439 -0.36820
N -2.08759 -1.68379 0.74144
B -1.82895 -1.06310 2.12112
N -0.36395 -1.40618 2.50511
N 0.61238 -1.50159 1.53380
C 1.55689 -2.33816 2.00165
C 1.20477 -2.75409 3.28616
C -0.00647 -2.16132 3.57394
C -0.80820 -2.30484 4.81175
C 2.80173 -2.76616 1.27447
C 3.27125 -4.13707 1.77663
C 2.52972 -2.85827 -0.22664
C 3.89094 -1.72699 1.56755
N -2.13981 0.45449 2.01338
N -1.91475 1.10243 0.82082
C -2.76030 2.14407 0.76077
C -3.51925 2.18488 1.93291
C -3.11836 1.10479 2.69218
C -3.63704 0.68813 4.01525
C -2.85781 3.11423 -0.38258
C -4.31865 3.48614 -0.66634
C -2.27737 2.49750 -1.65523
C -2.10048 4.38122 0.03550
C -1.24218 -1.92223 -2.77296
C -1.38682 -0.46179 -3.21169
C 0.25076 -2.25440 -2.71026
C -1.93035 -2.84376 -3.77992
H -4.50449 -4.01642 0.85372
H -4.55922 -2.53296 1.80846
H -3.36105 -3.77023 2.17658
H -3.37433 -3.63480 -1.49600
H -2.54567 -1.54245 2.91863
H 1.75527 -3.42163 3.91372
H -0.15309 -2.50711 5.65326
H -1.48042 -3.15600 4.71653
H -1.40797 -1.42267 5.00935
H 2.48012 -4.87790 1.69573
H 3.61323 -4.09314 2.80590
H 4.10632 -4.46898 1.16797
H 1.66765 -3.49688 -0.40604
H 3.38364 -3.29381 -0.73809
H 2.35381 -1.87063 -0.64186
H 4.08436 -1.67414 2.63616
H 3.59783 -0.73908 1.21481
H 4.80692 -2.02449 1.06797
H -4.28192 2.89214 2.18130
H -4.23295 1.48679 4.44560
H -2.83240 0.43319 4.69882
H -4.28001 -0.18315 3.90437
H -4.90631 2.60518 -0.91000
H -4.35137 4.16157 -1.51741
H -4.77739 3.99007 0.17766
H -2.86830 1.62555 -1.92567
H -1.23561 2.20937 -1.51885
H -2.33165 3.20881 -2.47475
H -2.58570 4.84099 0.89268
H -2.10261 5.09534 -0.78325
H -1.07539 4.14945 0.31406
H -0.82461 0.19247 -2.52663
H -2.43257 -0.16813 -3.23053
H -0.98910 -0.33956 -4.21523
H 0.76188 -1.54671 -2.05078
H 0.68900 -2.18633 -3.70203
H 0.40388 -3.26547 -2.34652
H -2.99102 -2.62913 -3.86305
H -1.80108 -3.88781 -3.51168
H -1.48625 -2.70057 -4.76075
O 1.75758 0.16321 -0.60662
N 2.43132 1.28559 -0.64906
N 1.72480 2.30313 -0.46323
O 0.43217 2.17302 -0.23178
C 2.28051 3.59953 -0.54719
C 1.49561 4.62641 -1.06251
C 2.03022 5.89642 -1.17383
C 3.33227 6.14197 -0.76286
C 4.10730 5.11258 -0.24510
C 3.59406 3.83081 -0.14092
H 0.49612 4.41689 -1.40610
H 1.43697 6.69185 -1.59479
H 3.74882 7.13396 -0.85952
H 5.11834 5.31403 0.07394
H 4.19351 3.02166 0.24585
C 1.09703 2.13438 4.62658
C 0.92859 1.61644 3.32548
N 0.76370 1.18502 2.27013
H 2.15215 2.10532 4.90395
H 0.52282 1.53383 5.33490
H 0.73225 3.16253 4.65552
*
```

Atomic partial charges in e from the Mulliken method, atoms 1 to 4: 1.33 -1.63 0.69 -0.85

=====

No. 2
Below is a 4-piece molecular cluster, H9O4 overall, with properties calculated with ωB97M-V/def2-TZVPD.

HOMO-LUMO gap   13.29 eV
Relative energy (zero: lowest compared OMol25 entry of this formula, charge and spin)   0.195 eV

Structure (ORCA input):
```
! RIJCOSX wB97M-V def2-TZVPD def2/J DEFGRID3
* xyz 1 1
O -0.16184 -1.79461 1.82666
H -0.88205 -2.42994 1.85342
H 0.49527 -2.08504 2.46579
O 0.19699 -0.91276 -2.18623
H 0.53866 -0.59360 -3.03508
H -0.06442 -1.81657 -2.38033
O 0.02872 2.63712 0.15391
H 0.75493 3.08676 -0.30975
H -0.54327 3.35272 0.46930
O -0.08464 0.05666 0.26422
H -0.01364 -0.21092 -0.68849
H -0.03801 1.04678 0.39296
H -0.08097 -0.72893 0.98240
*
```

Atomic partial charges in e from the Mulliken method, atoms 1 to 4: -0.56 0.32 0.33 -0.63

=====

No. 3
Below is a 2-piece molecular cluster, C9H12NO overall in a non-equilibrium geometry, with properties calculated with ωB97M-V/def2-TZVPD.

HOMO-LUMO gap (alpha / beta)   7.94 / 7.94 eV
Relative energy (zero: lowest compared OMol25 entry of this formula, charge and spin)   3.149 eV

Structure (ORCA input):
```
! RIJCOSX wB97M-V def2-TZVPD def2/J DEFGRID3
* xyz 1 1
C 2.82437 0.61568 0.21329
C 2.04197 0.37049 1.35308
C 2.36492 0.35517 -1.01790
C 0.73686 -0.08337 1.18774
C 1.04263 -0.20385 -1.26225
C 0.21176 -0.32728 -0.05746
C -1.92994 -1.59268 0.82742
C -1.64635 -1.95902 -0.60463
C -2.06421 2.48748 -0.13943
N -1.00491 -0.83108 -0.00955
O -2.05196 1.33050 0.23763
H 3.82994 1.05747 0.31577
H 2.31406 0.53955 2.33499
H 3.04003 0.85789 -1.72180
H 0.17206 -0.20811 2.05137
H 1.24232 -1.13694 -1.64417
H -2.85925 -1.12522 0.99094
H -1.38077 -2.31603 1.54358
H -0.81184 -2.69985 -0.81163
H -2.42231 -1.70219 -1.36320
H -2.82603 3.00111 -0.84294
H -1.24347 3.12905 0.27004
H 0.42012 0.44124 -1.85087
*
```

Atomic partial charges in e from the Mulliken method, atoms 1 to 4: -0.23 -0.61 -0.81 -0.33

=====

No. 4
Below is one molecule with the formula C3H3BrN2O in a non-equilibrium geometry, with properties calculated with ωB97M-V/def2-TZVPD.

HOMO-LUMO gap   10.46 eV
Structure (SMILES)   N#C[C@H](Br)C(N)=O
Relative energy (zero: lowest compared OMol25 entry of this formula, charge and spin)   0.579 eV

Structure (ORCA input):
```
! RIJCOSX wB97M-V def2-TZVPD def2/J DEFGRID3
* xyz 0 1
N -1.06666 -2.19166 -0.94023
C -0.90480 -1.40492 -0.15043
C -0.74449 -0.22140 0.66641
Br -2.06701 1.06414 0.09484
C 0.74838 0.46469 0.52246
N 1.04608 0.67338 -0.80028
O 1.24586 0.93798 1.50198
H -0.77040 -0.47243 1.66835
H 0.42599 0.35815 -1.49323
H 2.08704 0.79208 -1.06985
*
```

Atomic partial charges in e from the Mulliken method, atoms 1 to 4: -0.36 0.23 -0.32 -0.03